A 11-piece molecular cluster, C83H184N10O14 overall at a distorted geometry. Source: the Open Molecules 2025 dataset; level of theory: wB97M-V/def2-TZVPD.

Cartesian coordinates (Å):
C: -1.316 5.357 3.623
C: -0.160 4.713 4.308
O: 0.819 4.083 3.522
H: -1.071 6.155 2.959
H: -2.002 5.809 4.370
H: -2.002 4.624 3.176
H: -0.508 4.019 5.077
H: 0.314 5.588 4.809
H: 0.466 3.307 3.076
C: 1.231 4.593 -5.630
C: 1.148 4.182 -4.132
C: 1.549 2.739 -4.068
C: 2.999 2.508 -4.421
C: 3.944 3.417 -3.542
C: 3.511 4.888 -3.366
N: 2.028 4.908 -3.221
O: 1.538 6.216 -3.028
C: 4.135 5.382 -2.057
C: 4.042 5.718 -4.513
C: -0.252 4.404 -3.470
H: 0.443 4.050 -6.232
H: 2.105 4.149 -6.093
H: 1.167 5.644 -5.785
H: 1.335 2.386 -3.058
H: 0.936 2.072 -4.652
H: 3.353 2.519 -5.461
H: 3.182 1.444 -4.198
H: 4.934 3.330 -3.961
H: 3.976 2.926 -2.551
H: 4.157 6.450 -1.987
H: 3.462 5.000 -1.234
H: 5.093 4.898 -1.854
H: 3.813 5.280 -5.462
H: 3.688 6.740 -4.652
H: 5.078 5.911 -4.436
H: -0.785 5.253 -3.886
H: -0.095 4.445 -2.387
H: -0.907 3.545 -3.551
H: 1.784 6.740 -3.777
C: 3.527 -0.663 -7.869
C: 2.703 -1.960 -8.107
C: 3.402 -3.174 -7.508
C: 3.417 -3.247 -5.914
C: 1.942 -3.151 -5.504
C: 1.225 -1.925 -6.023
N: 1.343 -1.909 -7.545
O: 0.894 -0.584 -7.863
C: -0.236 -1.944 -5.789
C: 1.909 -0.792 -5.192
C: 2.502 -2.117 -9.621
H: 2.902 0.182 -8.173
H: 4.344 -0.805 -8.583
H: 3.863 -0.460 -6.857
H: 2.952 -4.090 -7.866
H: 4.426 -3.201 -7.869
H: 4.069 -2.501 -5.403
H: 3.654 -4.241 -5.584
H: 1.884 -3.220 -4.422
H: 1.439 -4.049 -5.908
H: -0.796 -2.426 -6.585
H: -0.433 -2.427 -4.843
H: -0.730 -0.974 -5.666
H: 1.776 0.155 -5.700
H: 1.457 -0.701 -4.184
H: 2.966 -1.019 -5.020
H: 2.006 -1.203 -9.903
H: 1.872 -2.964 -9.885
H: 3.415 -2.027 -10.250
H: 0.027 -0.692 -8.260
C: 1.438 3.881 7.670
C: 1.683 2.406 7.472
C: 0.683 1.506 8.134
C: 0.760 0.079 7.622
C: 0.592 0.018 6.118
C: 1.601 0.878 5.453
N: 1.639 2.184 6.001
O: 2.710 2.846 5.372
C: 2.934 0.099 5.476
C: 1.112 0.957 3.961
C: 3.074 2.035 8.167
H: 2.221 4.518 7.274
H: 1.220 4.075 8.721
H: 0.513 4.088 7.135
H: 0.950 1.478 9.216
H: -0.376 1.812 8.021
H: -0.129 -0.415 8.001
H: 1.631 -0.440 7.970
H: -0.411 0.373 5.862
H: 0.567 -1.025 5.767
H: 3.602 0.184 4.610
H: 3.532 0.267 6.395
H: 2.637 -0.964 5.500
H: 1.276 -0.008 3.525
H: 0.057 1.238 4.053
H: 1.743 1.624 3.373
H: 3.176 0.963 8.294
H: 2.959 2.490 9.199
H: 3.980 2.449 7.704
H: 2.279 3.354 4.642
C: 1.876 -5.365 2.391
C: 1.030 -4.862 1.224
C: 0.276 -3.624 1.589
C: 1.082 -2.343 1.674
C: 1.743 -2.123 0.342
C: 2.660 -3.271 -0.088
N: 1.758 -4.491 -0.069
O: 2.458 -5.595 -0.494
C: 2.991 -3.078 -1.573
C: 3.860 -3.252 0.787
C: 0.027 -5.984 0.839
H: 2.640 -6.120 2.134
H: 1.175 -5.891 3.068
H: 2.402 -4.602 2.986
H: -0.465 -3.466 0.793
H: -0.366 -3.811 2.430
H: 1.841 -2.405 2.447
H: 0.540 -1.450 1.901
H: 2.302 -1.159 0.406
H: 0.903 -1.989 -0.304
H: 3.394 -2.065 -1.705
H: 3.609 -3.875 -1.952
H: 2.023 -3.303 -2.057
H: 3.574 -3.034 1.822
H: 4.474 -4.193 0.695
H: 4.522 -2.442 0.471
H: 0.496 -6.964 0.969
H: -0.239 -5.847 -0.221
H: -0.876 -5.938 1.438
H: 2.919 -5.920 0.311
C: 4.290 2.773 1.982
C: 5.142 3.967 2.367
C: 4.543 5.216 1.665
C: 4.929 6.531 2.402
C: 4.635 6.480 3.919
C: 5.363 5.242 4.536
N: 4.840 4.103 3.817
O: 5.456 2.963 4.365
C: 6.853 5.538 4.560
C: 4.949 5.033 6.020
C: 6.602 3.694 2.029
H: 4.235 2.578 0.870
H: 3.294 3.036 2.397
H: 4.562 1.848 2.523
H: 4.815 5.232 0.599
H: 3.470 5.172 1.781
H: 4.282 7.370 2.029
H: 5.981 6.731 2.260
H: 3.562 6.439 4.210
H: 5.045 7.412 4.353
H: 7.492 4.678 4.705
H: 7.127 6.075 3.698
H: 6.979 6.225 5.365
H: 5.069 5.920 6.630
H: 3.872 4.858 5.924
H: 5.388 4.083 6.360
H: 6.705 3.373 1.003
H: 6.951 2.923 2.696
H: 7.219 4.607 2.122
H: 4.679 2.579 4.829
C: -4.511 -4.054 -1.291
C: -4.664 -5.463 -0.674
C: -3.256 -6.170 -0.580
C: -3.131 -7.430 0.226
C: -3.656 -7.164 1.594
C: -5.042 -6.536 1.604
N: -5.040 -5.339 0.760
O: -6.386 -4.834 0.741
C: -6.008 -7.673 1.132
C: -5.478 -6.097 2.960
C: -5.622 -6.282 -1.634
H: -4.018 -4.055 -2.251
H: -3.832 -3.449 -0.643
H: -5.520 -3.636 -1.385
H: -2.825 -6.400 -1.559
H: -2.647 -5.374 -0.189
H: -2.111 -7.725 0.240
H: -3.723 -8.196 -0.266
H: -2.998 -6.526 2.220
H: -3.709 -8.097 2.140
H: -5.694 -8.448 0.424
H: -6.450 -8.170 2.018
H: -6.898 -7.250 0.560
H: -5.039 -5.127 3.226
H: -6.550 -5.889 2.918
H: -5.353 -6.790 3.815
H: -6.639 -5.928 -1.760
H: -5.624 -7.303 -1.361
H: -5.157 -6.160 -2.614
H: -6.243 -3.909 0.960
C: -3.605 -0.758 3.659
C: -3.607 -0.677 2.113
C: -5.024 -1.141 1.604
C: -6.027 -0.013 1.820
C: -5.546 1.231 1.028
C: -4.192 1.713 1.387
N: -3.250 0.560 1.399
O: -2.006 1.116 1.931
C: -3.750 2.750 0.367
C: -4.345 2.446 2.777
C: -2.563 -1.729 1.711
H: -2.728 -0.298 4.060
H: -3.756 -1.823 3.897
H: -4.505 -0.270 4.051
H: -5.009 -1.350 0.527
H: -5.343 -2.037 2.197
H: -6.269 0.170 2.852
H: -6.925 -0.361 1.328
H: -6.234 2.046 1.124
H: -5.439 0.854 -0.012
H: -2.660 2.989 0.270
H: -4.044 2.517 -0.663
H: -4.308 3.679 0.585
H: -4.465 1.749 3.607
H: -3.510 3.107 2.930
H: -5.233 3.072 2.783
H: -2.452 -1.641 0.663
H: -2.899 -2.738 1.897
H: -1.563 -1.501 2.182
H: -1.605 1.121 1.030
C: 0.591 -6.135 -3.218
O: -0.590 -6.943 -3.337
C: -0.735 -7.654 -4.583
C: -2.060 -8.386 -4.400
N: -2.030 -9.422 -3.387
C: -3.111 -10.332 -3.417
C: -4.551 -9.835 -3.557
O: -5.340 -10.986 -3.702
C: -6.711 -10.670 -3.877
H: 1.524 -6.714 -3.185
H: 0.485 -5.622 -2.279
H: 0.624 -5.459 -4.082
H: 0.134 -8.330 -4.716
H: -0.866 -6.954 -5.414
H: -2.346 -8.839 -5.342
H: -2.778 -7.584 -4.074
H: -1.952 -9.074 -2.467
H: -3.042 -11.104 -2.613
H: -2.952 -10.972 -4.323
H: -4.620 -9.134 -4.402
H: -4.870 -9.407 -2.637
H: -6.851 -9.870 -4.589
H: -7.122 -10.306 -2.920
H: -7.216 -11.570 -4.304
C: -4.645 9.831 3.183
O: -4.129 9.222 2.002
C: -4.296 7.854 1.998
C: -3.471 7.251 0.879
N: -2.070 7.518 0.955
C: -1.406 6.765 -0.104
C: 0.111 6.964 -0.121
O: 0.404 8.242 -0.583
C: 1.738 8.520 -0.209
H: -4.772 10.913 2.901
H: -3.958 9.738 4.016
H: -5.640 9.338 3.412
H: -4.021 7.402 2.951
H: -5.337 7.671 1.747
H: -3.581 6.165 0.912
H: -3.980 7.606 -0.050
H: -1.971 8.529 0.799
H: -1.652 5.670 -0.013
H: -1.804 7.103 -1.095
H: 0.404 6.890 0.918
H: 0.588 6.155 -0.654
H: 2.055 9.470 -0.585
H: 2.365 7.665 -0.537
H: 1.730 8.653 0.882
C: -1.354 -3.204 -2.644
O: -1.765 -1.949 -2.074
C: -1.693 -0.794 -2.843
C: -1.947 0.325 -1.806
N: -0.922 0.357 -0.701
C: 0.410 0.739 -0.987
C: 1.147 1.287 0.273
O: 0.463 2.328 0.927
C: 0.264 3.508 0.197
H: -1.682 -4.022 -2.004
H: -0.306 -3.323 -2.800
H: -1.864 -3.314 -3.596
H: -2.464 -0.859 -3.596
H: -0.686 -0.641 -3.261
H: -2.852 0.048 -1.226
H: -2.127 1.316 -2.264
H: -1.010 -0.458 -0.117
H: 0.243 1.542 -1.743
H: 1.072 0.005 -1.482
H: 2.138 1.562 -0.034
H: 1.188 0.455 0.994
H: -0.805 3.570 -0.070
H: 0.993 3.618 -0.606
H: 0.509 4.329 0.903

**Total charge**: 0
**Structure (SMILES)**: CC1(C)CCCC(C)(C)N1O.CC1(C)CCCC(C)(C)N1O.CC1(C)CCCC(C)(C)N1O.CC1(C)CCCC(C)(C)N1O.CC1(C)CCCC(C)(C)N1O.CC1(C)CCCC(C)(C)N1O.CC1(C)CCCC(C)(C)N1O.COCCNCCOC.COCCNCCOC.COCCNCCOC.CCO
**HOMO energy**: -8.191 eV
**Frontier orbital gap**: 8.60 eV

Löwdin population analysis, charges in e, atoms 1 to 99: -0.084 -0.322 -0.087 0.045 0.091 0.060 0.104 0.127 0.052 -0.011 -0.492 -0.166 -0.164 -0.099 -0.495 -0.097 -0.015 -0.040 -0.032 -0.004 0.109 0.056 0.068 0.095 0.111 0.108 0.093 0.113 0.117 0.071 0.091 0.085 0.067 0.085 0.077 0.084 0.059 0.069 0.075 -0.018 -0.531 -0.108 -0.138 -0.177 -0.484 -0.045 -0.067 -0.045 -0.027 -0.036 0.082 0.086 0.065 0.111 0.114 0.109 0.097 0.094 0.124 0.097 0.043 0.087 0.065 0.084 0.059 0.067 0.086 0.096 0.106 -0.025 -0.493 -0.145 -0.178 -0.169 -0.532 -0.069 -0.064 -0.010 0.002 -0.017 0.070 0.089 0.071 0.131 0.134 0.111 0.101 0.117 0.130 0.078 0.076 0.083 0.062 0.092 0.063 0.052 0.098 0.072 0.085